No. 1
99
Properties=species:S:1:pos:R:3:forces:R:3 method="wB97M-V/def2-TZVPD" lumo_energy_ev=-5.80 total_charge=+2 e_above_lowest_kcal_mol=0.36 homo_energy_ev=-12.0022 orbital_gap_ev=6.21
Hf -0.336333 0.485919 -1.417658 -0.10 -0.58 0.20
I 5.289778 -1.311991 -3.508021 0.00 0.00 0.00
S -2.240653 -0.287104 -3.089514 0.01 0.05 -0.12
S -2.001710 -2.658892 -4.878354 0.01 0.01 -0.03
N -0.470751 -0.842459 0.110280 0.14 -0.11 -0.04
N 0.856593 1.565977 -0.211778 0.04 -0.02 -0.10
N -2.648584 -2.886502 -2.431616 -0.02 -0.01 0.10
N 1.288803 -0.043568 -2.873646 -0.11 -0.14 0.17
N 1.177380 -0.647529 -4.076802 -0.01 0.06 0.01
C 3.291193 -0.836167 -3.509952 -0.01 -0.02 -0.03
C 1.012468 3.211091 4.279485 0.00 0.01 0.00
C 2.578400 -0.165494 -2.523440 0.02 0.08 -0.01
C -2.563689 -4.291804 -2.850086 -0.04 -0.01 0.08
C -1.735801 2.828161 -0.632978 -0.02 -0.16 0.01
C 0.589436 1.088921 1.091506 -0.03 0.10 -0.10
C -2.659989 -1.682861 0.808453 -0.01 -0.06 -0.03
C -3.214358 -0.283415 1.030901 -0.01 0.02 0.00
C -0.702811 -1.419177 3.449512 0.17 -0.06 0.01
C 0.548185 -3.668857 -0.092399 0.02 -0.03 0.06
C -0.333473 -0.093390 5.469997 -0.01 0.00 0.00
C 1.186938 5.140557 -1.039209 0.00 0.00 0.00
C -1.344689 -1.956982 0.373784 0.04 -0.03 0.19
C 2.355477 -1.123930 -4.490330 -0.01 0.04 -0.02
C 2.483742 5.405489 -0.628447 0.00 0.00 0.01
C 1.458200 2.850849 -0.375292 0.02 0.03 -0.02
C 2.788729 3.082567 -0.011600 0.00 0.01 0.00
C 1.551236 -3.315690 1.009124 0.01 0.04 -0.02
C -4.461937 -0.013923 0.182890 0.01 0.00 0.01
C 0.587457 2.256920 5.167492 0.01 0.01 0.01
C 4.840798 1.800303 -0.613492 0.02 0.02 0.01
C -0.241525 -0.383067 2.676950 0.12 -0.02 0.03
C -0.736820 -1.253884 4.856671 0.01 -0.02 0.00
C 1.077144 2.976537 2.880382 0.01 -0.02 -0.02
C 0.207177 0.791813 3.322395 -0.01 -0.01 0.00
C 0.160452 0.987246 4.694240 -0.01 -0.01 -0.02
C 0.693332 1.750357 2.400931 -0.05 -0.01 0.06
C -0.731093 3.612265 -1.504497 -0.03 0.06 -0.07
C 3.275269 4.380923 -0.139857 0.00 -0.01 0.00
C -0.024675 -0.131826 1.246623 0.01 0.13 0.02
C -0.869526 -3.276366 0.286258 -0.02 0.01 -0.03
C 0.657752 3.860741 -0.928506 0.01 0.00 0.01
C -3.493604 -2.760291 1.109711 0.00 0.00 -0.06
C -3.556317 -0.039949 2.506467 -0.03 0.04 0.05
C -3.043744 -4.065988 1.021480 -0.05 0.02 0.02
C -2.651107 -4.286428 -4.372947 0.02 -0.01 0.01
C -0.651963 3.032442 -2.926624 0.12 -0.07 0.02
C 4.344643 2.204489 1.805423 0.00 0.00 0.01
C -2.302636 -1.998741 -3.318445 -0.05 0.13 0.01
C 1.028253 -3.142156 -1.443374 -0.05 -0.02 -0.09
C -1.741025 -4.311233 0.622381 0.02 -0.02 -0.11
C 3.723646 1.969411 0.426620 0.01 -0.01 -0.01
H -1.471216 2.779952 0.422359 -0.02 0.04 0.01
H 5.033249 1.392834 2.043215 0.00 0.00 0.00
H 1.398331 -2.126076 -1.342532 0.01 0.05 -0.01
H -3.907102 0.984462 2.638827 -0.01 0.01 -0.01
H 2.459767 -1.616763 -5.443102 0.01 -0.01 0.00
H -3.375368 -4.856744 -2.397745 0.00 0.00 0.00
H -0.390802 -0.001927 6.547327 0.00 0.00 0.00
H -3.674708 -4.361944 -4.733559 0.00 0.01 0.01
H -1.103282 -2.071788 5.462542 0.00 0.00 0.00
H 2.541872 -3.692180 0.750009 0.00 -0.01 0.00
H -2.440061 0.441530 0.765215 -0.04 0.00 -0.03
H -2.699422 -0.194084 3.158622 -0.18 0.06 -0.05
H -1.050432 -2.350958 3.021070 0.00 0.00 0.01
H 5.429247 0.905922 -0.402510 0.00 0.00 0.00
H 1.320681 4.179517 4.650207 0.00 0.00 0.00
H -1.990936 1.787364 -0.977941 -0.03 0.15 0.01
H 0.579075 5.938912 -1.448059 0.00 0.00 0.00
H -2.810833 -2.630397 -1.456200 0.00 0.00 -0.04
H -2.050200 -5.072680 -4.820795 -0.01 0.00 0.00
H -1.614027 -4.695193 -2.495010 0.02 -0.02 0.01
H 0.238749 -3.158329 -2.205515 0.03 0.00 0.03
H 5.520349 2.653316 -0.584018 0.00 0.00 0.00
H 4.917958 3.132759 1.823825 -0.01 0.00 0.00
H -2.738866 3.246743 -0.729623 0.04 0.09 0.04
H -5.282565 -0.666520 0.485141 0.01 0.00 -0.02
H 2.914849 0.230076 -1.578404 0.02 -0.03 -0.01
H -1.172465 4.601187 -1.634777 0.01 0.01 0.04
H -0.080437 2.083627 -3.001220 0.00 0.17 -0.11
H -1.377827 -5.331559 0.579605 0.00 0.01 0.00
H -3.699038 -4.885779 1.286085 0.01 0.00 -0.01
H -4.291794 -0.162679 -0.883285 0.05 -0.02 -0.08
H 3.593475 2.250281 2.591582 -0.01 0.01 0.00
H -4.504290 -2.568276 1.447165 0.01 0.00 0.00
H 4.298378 4.592294 0.144494 0.00 0.00 0.00
H 0.525807 -4.758984 -0.171373 0.01 0.01 0.02
H 0.290055 -0.646097 -4.558516 0.01 -0.03 -0.01
H 1.263037 -3.754634 1.964354 0.00 0.00 0.00
H -4.803491 1.011357 0.334356 0.01 0.00 -0.01
H -4.359998 -0.702877 2.831094 -0.01 -0.01 -0.01
H 1.434573 3.766217 2.232798 0.01 0.00 -0.01
H 2.882506 6.407601 -0.708141 0.00 0.00 0.00
H 0.564824 2.473306 6.228035 0.00 0.00 0.00
H 4.458790 1.737272 -1.634888 0.00 0.01 0.01
H 1.625552 -2.234220 1.141343 0.00 0.00 0.01
H -1.634739 2.877813 -3.375017 -0.01 0.02 0.01
H -0.062022 3.677484 -3.577213 -0.07 0.07 0.00
H 3.147896 1.040170 0.479932 0.00 0.00 -0.01
H 1.853234 -3.754622 -1.810849 0.00 0.02 -0.01

=====

No. 2
100
Properties=species:S:1:pos:R:3:forces:R:3 method="wB97M-V/def2-TZVPD" lumo_energy_ev=-9.70 total_charge=+3 e_above_lowest_kcal_mol=0.00 homo_energy_ev=-15.3452 orbital_gap_ev=5.64
I -3.500080 -0.751192 -1.234050 1.05 0.89 0.36
Zr -0.316742 -0.089635 -0.592098 1.00 -2.49 -0.40
S 2.982902 0.809942 0.330673 -0.69 0.16 -0.48
S -1.404926 1.849458 2.232105 1.26 -1.27 -0.81
O -0.375647 3.069241 -5.912643 0.65 0.75 0.72
O 0.792479 -0.532359 -2.256650 -0.84 1.01 1.89
O 1.487549 0.293542 0.521037 0.27 0.34 -0.38
O -1.071722 0.709410 1.085260 -0.98 1.52 1.91
N 3.224159 0.782709 -4.533552 -0.30 0.53 1.33
N -1.082063 1.387108 -1.914941 1.17 0.63 -1.38
C -1.993950 1.742852 4.916973 -0.14 0.07 -0.96
C -0.257182 -3.507598 -1.422702 0.65 0.34 0.39
C 0.984307 -3.206011 0.771344 1.03 0.13 0.84
C -2.098202 1.094514 6.145188 0.11 0.22 0.04
C 0.261870 2.443671 2.536452 1.20 0.41 0.54
C 2.680873 0.074409 -3.540768 0.48 -0.05 -0.82
C -3.409924 4.171337 -1.151789 0.21 -0.73 -0.15
C 1.397911 0.356604 -3.048406 -0.04 -0.05 -0.72
C 1.100631 -3.703056 -2.076003 0.24 0.19 0.54
C -3.384416 1.391890 -1.058992 -0.86 0.00 -0.07
C -2.236277 3.464291 -1.434501 -0.81 -0.06 0.28
C -1.075986 -0.900155 5.201827 0.13 0.32 -0.55
C 5.111272 1.182895 1.919260 0.04 0.22 -1.12
C -1.695429 -3.156235 2.140088 -0.90 -0.43 -0.16
C -1.693308 -0.235681 6.263572 0.05 -0.25 -0.15
C 1.364528 2.326809 -4.493610 0.33 -0.72 0.22
C -3.956639 -3.976415 0.700137 -0.47 -0.77 0.29
C 0.673259 3.551175 -5.023464 0.06 0.02 -0.84
C -4.547766 2.118161 -0.691838 0.50 -1.88 0.02
C 3.425671 -1.095583 -3.003993 1.12 -0.96 -0.17
C 2.799569 2.627419 0.075296 1.01 -0.36 -0.03
C -2.702540 -3.758513 -0.074045 0.98 -0.10 -0.40
C 5.812360 1.202885 3.108696 0.31 -0.02 0.54
C -0.588053 1.827135 -3.090614 -0.29 -0.98 1.49
C -2.218788 2.058168 -1.437791 -1.78 0.81 0.12
C -1.439303 -3.626135 -2.160082 -0.54 -0.37 0.11
C 5.218545 0.681599 4.261615 0.18 0.38 -0.17
C -2.637528 -3.974429 -1.474252 0.89 0.57 0.48
C 3.211978 0.174259 3.047048 -0.83 0.37 -0.72
C -4.562850 3.479168 -0.750661 0.02 1.36 -0.13
C 0.706582 1.477370 -3.542936 0.66 0.53 -0.65
C 3.796639 0.736584 1.909926 -0.41 -0.62 0.44
C -3.761622 -4.612431 -2.230271 -0.96 0.12 0.10
C 2.638016 1.933788 -4.905879 -0.37 -0.16 -0.52
C -1.474774 1.041279 3.804144 -0.12 -1.27 1.14
C 0.732465 3.382492 1.441546 -0.56 0.65 -1.05
C -1.425087 -3.462439 -3.674004 0.03 -0.84 -0.17
C -1.529663 -3.428892 0.655855 -0.72 0.38 -0.17
C -0.929843 -0.241554 3.967595 -0.34 -0.16 0.15
C -0.285515 -3.357106 -0.001062 -0.99 0.69 -0.33
C 3.914629 0.195585 4.226279 0.19 -0.61 1.10
C 2.242608 3.498352 1.188032 0.19 0.55 0.14
H -0.742566 -2.638298 -3.939386 -0.07 -0.54 -0.08
H -2.308248 2.782994 4.776590 -0.10 -0.39 0.26
H 3.229401 2.503055 -5.629897 -0.48 0.01 0.17
H 2.799456 3.327617 2.117883 0.03 0.22 -0.17
H -4.575773 -3.880318 -2.448830 0.41 -0.56 0.02
H 1.326545 -4.164896 1.209497 -0.20 0.34 -0.24
H 1.687837 -2.771356 -2.074087 -0.33 -0.43 -0.33
H 0.247272 2.958895 3.536865 -0.20 -0.46 -0.93
H 3.273232 -1.995628 -3.658318 0.02 0.71 0.63
H 0.925809 1.561062 2.662534 -0.69 0.31 -0.13
H 0.258166 4.126118 -4.179917 -0.01 0.07 -0.32
H 2.453065 4.540979 0.831552 -0.10 -0.80 0.53
H 6.822463 1.627026 3.170469 -0.44 -0.37 -0.20
H 3.439168 -0.225195 5.132391 0.47 0.30 -0.61
H -0.704589 -1.933245 5.290021 -0.28 0.64 0.10
H 0.923722 -2.500045 1.633340 -0.14 -0.44 -0.58
H -4.805610 -4.243041 0.065410 0.17 0.10 0.12
H 1.722785 -4.421146 -1.493166 -0.63 0.27 -0.42
H 1.811629 -2.847285 0.147890 -0.17 -0.10 0.08
H -1.318822 3.977540 -1.656135 0.20 0.30 -0.25
H -1.876969 -0.772751 7.187611 0.15 0.13 0.00
H 0.257728 3.131627 0.463808 0.11 -0.06 0.48
H -0.446293 -0.768005 3.139712 -0.28 0.25 0.19
H -4.211848 -5.436120 -1.634442 0.29 0.56 -0.39
H 2.207970 -0.258864 3.024170 0.30 0.20 -0.11
H 2.195997 2.713632 -0.828275 0.02 -0.14 -0.22
H -1.145360 -4.424275 -4.191894 0.01 1.04 0.37
H -1.213034 2.467252 -3.709202 0.03 0.18 0.16
H 5.572214 1.453829 0.955278 -0.03 0.16 0.66
H 3.857090 2.914703 -0.199564 -1.03 -0.21 0.31
H -0.756373 -2.981411 2.628859 0.38 0.17 0.23
H -3.764781 -4.840619 1.369032 -0.41 0.45 -0.14
H -2.415174 -3.201304 -4.075152 0.24 -0.04 0.31
H 1.421646 4.190146 -5.550306 -0.65 -0.42 0.29
H 4.545600 -0.939940 -2.977068 -1.32 0.10 -0.09
H 0.975218 -4.086099 -3.082167 0.22 0.08 -0.11
H -5.450767 1.574770 -0.398742 0.35 0.15 -0.14
H -3.414370 -5.042724 -3.172518 -0.11 0.14 0.15
H 3.061797 -1.319820 -1.990255 0.31 -0.09 -0.37
H -5.488563 4.024103 -0.509314 0.57 -0.28 -0.18
H -3.451671 5.234435 -1.322097 0.13 0.20 0.29
H -2.489915 1.630178 7.023235 0.13 -0.30 -0.60
H -2.164580 -4.025689 2.675130 0.28 0.83 -0.53
H 0.317468 4.373767 1.675162 0.27 -0.16 -0.08
H -2.361256 -2.266173 2.255451 0.41 -0.67 0.20
H -4.263701 -3.125434 1.326343 0.24 -0.20 -0.18
H -0.675685 3.808987 -6.468015 0.11 -0.29 0.17
H 5.807689 0.666271 5.172130 -0.23 0.00 0.01